Arrangement P

13
Properties=species:S:1:pos:R:3:mulliken_charge:R:1 method="wB97M-V/def2-TZVPD" homo_lumo_gap_ev="8.3 / 6.5" charge=+1
C 0.53880 0.83716 0.31369 -0.99
C -0.12283 -1.36912 1.67577 0.21
N -0.47256 1.08330 -0.62285 -0.29
N 0.11602 -2.34070 0.83803 -0.32
Br -1.99109 -0.87449 1.66963 -0.09
Br 1.02296 -0.82249 3.08166 0.04
H 1.33815 0.11830 0.13308 0.47
H 0.68365 1.65400 0.98229 0.36
H -0.77193 0.21809 -1.09300 0.33
H -0.26608 1.73175 -1.42119 0.37
H 0.98251 -2.93675 0.93552 0.28
H -1.38477 1.57541 -0.24109 0.37
H -0.58467 -2.89913 0.35670 0.26


Arrangement Q

13
Properties=species:S:1:pos:R:3:mulliken_charge:R:1 method="wB97M-V/def2-TZVPD" homo_lumo_gap_ev=8.4 charge=+1
C -0.45110 -0.69594 -0.45057 -0.48
C -1.33080 -0.07457 0.58697 0.17
N 0.56711 0.35812 -0.95698 -0.18
N -0.83536 0.12818 1.87173 -0.37
Br -3.11311 -0.68471 0.54147 0.05
Br -1.50353 2.31941 -0.34701 -0.32
H -0.86095 -0.90486 -1.45079 0.35
H -0.12366 -1.69052 -0.10945 0.38
H 1.32536 0.25451 -0.33471 0.33
H 0.18434 1.30941 -1.11610 0.14
H -0.01867 0.70204 1.92280 0.27
H 0.91553 0.25918 -1.94482 0.39
H -1.58854 0.17258 2.55456 0.28


How do the structures above rank in stability at the extremes? arrangement Q comes first and arrangement P comes last.